Entry 1:
Molecular formula: C4H5N2O2
Method: DFT, ωB97M-V/def2-TZVPD

The geometry in XYZ format:
```
13
Properties=species:S:1:pos:R:3:forces:R:3:lowdin_charge:R:1
C 2.61386 -1.24274 1.48040 -0.5 2.2 -0.5 -0.28
C 1.52680 1.22962 0.86048 0.2 1.5 0.9 -0.17
C 1.40834 -1.38018 0.71441 0.4 -0.7 -0.8 -0.12
C 1.88121 -0.09149 0.93397 -1.7 -3.0 -0.8 0.03
N 0.61190 -2.18581 0.01906 -0.9 3.4 -0.1 0.21
N -0.33627 1.43337 0.32720 0.6 1.7 -0.1 0.17
O 3.57372 -1.49260 2.07937 1.5 -1.5 1.1 0.22
O 1.98560 2.20125 1.28112 -0.6 0.6 -0.7 0.26
H -0.11734 -1.60108 -0.50126 1.1 -2.4 0.6 0.17
H 0.66762 -3.18765 0.10148 -0.3 -0.1 -0.2 0.14
H -0.75885 0.62372 0.77454 -0.5 0.6 0.2 0.10
H -0.62289 1.47527 -0.66358 0.5 -0.3 0.4 0.12
H -0.60374 2.40155 0.70802 0.3 -2.1 -0.1 0.16
```
Positions in Å, forces in eV/Å.

Calculated values
Charge: +1
Energy relative to the best compared isomer or geometry (same formula, charge and spin) (kJ/mol): 161.7
HOMO energy (eV): -14.16
Largest force on an atom (Eh/bohr): 0.0683
Frontier orbital gap (Ha): 0.3238

=====

Entry 2:
Molecular formula: C4H5N2O4P
Method: DFT, ωB97M-V/def2-TZVPD

The geometry in XYZ format:
```
16
Properties=species:S:1:pos:R:3:forces:R:3:lowdin_charge:R:1
C 0.29864 -1.64626 -0.00499 -4.9 -2.0 0.0 -0.09
O -0.53379 -0.60329 -0.69074 2.0 0.7 0.8 -0.18
N 0.13176 0.63502 -0.44606 1.7 1.1 0.3 -0.10
C -0.54838 1.83895 -0.50996 -1.4 -1.9 0.2 -0.14
C 0.33751 2.78846 -0.09900 0.9 -1.3 -0.3 -0.23
N 1.61146 2.24326 0.15473 -1.7 0.6 -0.4 0.04
C 1.54218 0.95986 -0.06125 -2.2 -1.3 -0.1 -0.24
P 2.98231 -0.25345 0.03100 -0.1 -2.6 0.8 0.02
O 4.14813 0.64505 0.01418 1.4 1.3 -0.4 -0.43
O 2.87750 -1.15552 1.27347 -0.5 1.0 0.0 -0.48
O 2.67825 -1.12417 -1.18695 0.5 0.5 -1.0 -0.47
H 1.29035 -1.70401 -0.40743 0.6 -0.1 -0.3 -0.03
H -0.38325 -2.60898 -0.35157 1.7 1.9 1.0 0.11
H 0.19506 -1.50068 1.10618 0.3 -0.1 -1.1 0.08
H -1.66231 1.76984 -0.73376 1.8 0.5 0.3 0.11
H 0.16608 3.81688 -0.06139 -0.2 1.5 0.2 0.03
```
Positions in Å, forces in eV/Å.

Calculated values
SMILES: COn1ccnc1P(=O)([O-])[O-]
Charge: -2
Energy relative to the best compared isomer or geometry (same formula, charge and spin) (kJ/mol): 445.2
HOMO energy (eV): 0.38
Largest force on an atom (Eh/bohr): 0.1029
Frontier orbital gap (Ha): 0.2167

=====

Entry 3:
Molecular formula: C4H5N3
Method: DFT, ωB97M-V/def2-TZVPD

The geometry in XYZ format:
```
12
Properties=species:S:1:pos:R:3:forces:R:3:lowdin_charge:R:1
C 0.15340 -1.21792 1.12375 -0.1 -0.1 0.1 -0.10
N 0.77347 -0.15355 0.32979 0.0 -0.1 -0.2 -0.08
C -0.14587 0.81565 -0.22223 0.0 0.1 0.0 -0.35
C 0.60407 1.80075 -1.02661 0.6 0.7 -0.6 -0.16
N 1.21641 2.54392 -1.66429 -0.6 -0.7 0.6 0.18
C -1.23148 0.22372 -1.06009 -0.7 -0.5 -0.5 -0.17
N -2.06495 -0.30310 -1.66332 0.8 0.5 0.6 0.17
H 0.38833 -1.09837 2.18444 0.0 0.0 -0.1 0.08
H 0.52800 -2.19148 0.80121 0.0 0.1 0.1 0.09
H -0.93687 -1.24402 1.00874 0.1 0.0 0.0 0.08
H 1.35275 -0.53187 -0.40885 -0.1 0.0 0.0 0.12
H -0.63727 1.35625 0.59744 0.1 -0.1 -0.1 0.16
```
Positions in Å, forces in eV/Å.

Calculated values
SMILES: CNC(C#N)C#N
Charge: 0
Energy relative to the best compared isomer or geometry (same formula, charge and spin) (kJ/mol): 189.8
HOMO energy (eV): -10.45
Largest force on an atom (Eh/bohr): 0.0224
Frontier orbital gap (Ha): 0.4055

=====

Entry 4:
Molecular formula: C4H5N3
Method: DFT, ωB97M-V/def2-TZVPD

The geometry in XYZ format:
```
12
Properties=species:S:1:pos:R:3:forces:R:3:lowdin_charge:R:1
N -1.46742 -0.03279 2.54485 0.8 -0.5 -1.4 0.14
C -0.89354 -0.35190 1.58599 -0.4 0.3 1.0 -0.16
C -0.09748 -0.68660 0.36750 -0.5 0.0 0.1 -0.28
C -0.80361 -0.17732 -0.95031 0.0 -0.2 0.0 -0.16
N 0.01293 0.94823 -1.40883 0.4 0.0 0.1 0.04
C 1.04638 0.98432 -0.66804 -0.1 0.3 -0.2 -0.23
N 1.15602 0.03306 0.31985 0.0 0.0 0.2 0.03
H 0.18862 -1.73333 0.35187 -0.8 -0.3 0.1 0.13
H -0.79427 -0.96056 -1.71741 0.1 0.1 0.2 0.11
H -1.85394 0.12860 -0.82129 0.5 -0.1 0.2 0.11
H 1.88013 1.66028 -0.79791 -0.1 0.2 -0.1 0.12
H 1.62619 0.18799 1.19372 0.2 0.3 -0.1 0.13
```
Positions in Å, forces in eV/Å.

Calculated values
SMILES: N#C[C@H]1CN=CN1
Charge: 0
Energy relative to the best compared isomer or geometry (same formula, charge and spin) (kJ/mol): 131.7
HOMO energy (eV): -9.47
Largest force on an atom (Eh/bohr): 0.0337
Frontier orbital gap (Ha): 0.3756

=====

Entry 5:
Molecular formula: C4H5N3
Method: DFT, ωB97M-V/def2-TZVPD

The geometry in XYZ format:
```
12
Properties=species:S:1:pos:R:3:forces:R:3:lowdin_charge:R:1
C -3.00172 -0.08780 0.12053 2.0 -0.8 0.7 0.08
C 0.36927 1.00494 0.12820 -1.1 -2.4 0.4 -0.16
C 0.35573 -0.31963 0.08793 2.6 1.3 0.4 -0.31
C 1.79015 -0.94926 0.02242 -5.0 -2.9 -4.1 -0.02
N -1.88791 -0.56987 0.04493 -2.3 1.8 -0.7 -0.12
N -0.78780 -1.07814 -0.02732 -0.1 -1.7 0.3 0.07
N 0.19594 2.16694 -0.07730 0.7 2.3 -1.0 0.17
H -3.55660 0.42264 -0.65242 0.1 -0.2 -0.2 0.04
H 2.00774 -0.97874 -1.07711 0.5 0.3 0.9 0.09
H 1.66373 -2.02759 0.22795 0.4 0.5 0.6 0.08
H 2.44094 -0.44851 0.58571 2.7 1.7 2.1 0.02
H 0.41053 2.86501 0.61650 -0.5 0.1 0.6 0.07
```
Positions in Å, forces in eV/Å.

Calculated values
Charge: 0
Energy relative to the best compared isomer or geometry (same formula, charge and spin) (kJ/mol): 552.0
HOMO energy (eV): -7.50
Largest force on an atom (Eh/bohr): 0.1382
Frontier orbital gap (Ha): 0.3024

=====

Entry 6:
Molecular formula: C4H5N3
Method: DFT, ωB97M-V/def2-TZVPD

The geometry in XYZ format:
```
12
Properties=species:S:1:pos:R:3:forces:R:3:lowdin_charge:R:1
C -1.37962 -0.20496 0.46316 0.0 0.0 0.1 0.00
N -0.39522 -0.14429 -0.66135 -0.1 0.0 -0.2 0.00
C 0.99875 0.18393 -0.28006 0.1 0.0 0.0 -0.32
C 1.80877 -0.92308 -0.00782 0.5 -0.7 0.2 -0.27
N 2.43362 -1.89280 0.17132 -0.6 0.8 -0.2 0.11
C 1.17577 1.50276 0.15193 0.1 0.8 0.3 -0.27
N 1.23503 2.62341 0.47316 -0.1 -1.0 -0.3 0.12
H -1.05394 -0.99000 1.14613 0.0 0.1 -0.1 0.11
H -2.37899 -0.41331 0.07211 0.1 0.0 0.1 0.10
H -1.35450 0.76058 0.97012 0.0 -0.1 -0.1 0.10
H -0.71572 0.54172 -1.35038 0.1 -0.1 0.1 0.17
H -0.37394 -1.04395 -1.14833 0.0 0.1 0.1 0.17
```
Positions in Å, forces in eV/Å.

Calculated values
Charge: 0
Energy relative to the best compared isomer or geometry (same formula, charge and spin) (kJ/mol): 281.3
HOMO energy (eV): -8.10
Largest force on an atom (Eh/bohr): 0.0203
Frontier orbital gap (Ha): 0.2934

=====

Entry 7:
Molecular formula: C4H5N3
Method: DFT, ωB97M-V/def2-TZVPD

The geometry in XYZ format:
```
12
Properties=species:S:1:pos:R:3:forces:R:3:lowdin_charge:R:1
C 0.20973 -0.07457 -0.10936 0.1 -0.5 -0.3 -0.04
C 0.52815 -1.11134 -0.73194 -0.4 0.1 0.1 -0.07
N -0.02321 -2.16349 -1.24108 0.1 0.3 0.1 0.10
C -1.35718 -1.99880 -0.95399 -0.2 0.0 0.0 -0.20
N -1.91777 -0.99253 -0.29777 0.3 -0.1 -0.1 0.07
C -1.14668 0.01584 0.15990 -0.1 0.0 0.0 -0.14
H -2.00622 -2.79044 -1.31263 0.1 0.1 0.1 0.11
H -1.63852 0.82274 0.70416 0.1 -0.2 -0.1 0.10
N 1.56442 1.92631 0.88631 0.2 0.3 0.2 0.01
H 1.67685 2.60461 0.14158 0.0 0.0 0.1 0.02
H 1.65289 2.40519 1.77462 0.1 0.1 0.0 0.02
H 2.33002 1.26597 0.80831 -0.1 0.0 0.0 0.01
```
Positions in Å, forces in eV/Å.

Calculated values
SMILES: C1=C=NC=NC=1.N
Charge: 0
Energy relative to the best compared isomer or geometry (same formula, charge and spin) (kJ/mol): 445.1
HOMO energy (alpha / beta) (eV): -8.84 / -8.84
Largest force on an atom (Eh/bohr): 0.0123
Frontier orbital gap (alpha / beta) (Ha): 0.3285 / 0.3285

=====

Entry 8:
Molecular formula: C4H5N3
Method: DFT, ωB97M-V/def2-TZVPD

The geometry in XYZ format:
```
12
Properties=species:S:1:pos:R:3:forces:R:3:lowdin_charge:R:1
C -1.69982 0.03853 0.06648 -0.2 0.1 0.4 -0.12
N -0.43994 -0.18378 -0.59725 -0.1 0.3 0.1 -0.09
C 0.75234 -0.31032 0.24361 -0.4 -0.1 -0.5 -0.34
C 1.70266 -0.87782 -0.68377 1.6 -1.0 -0.6 -0.20
N 2.44227 -1.35014 -1.42531 -0.3 0.2 0.2 0.18
C 1.32747 0.93662 0.77765 -0.2 1.3 0.5 -0.17
N 1.66654 1.97312 1.15314 -0.1 -0.8 -0.2 0.17
H -1.85959 -0.79376 0.74971 -0.3 0.0 0.1 0.08
H -2.50098 0.05208 -0.68060 0.2 -0.1 0.2 0.09
H -1.73368 0.98045 0.62042 -0.1 0.0 0.2 0.08
H -0.30946 0.53135 -1.30896 0.4 -0.3 0.1 0.13
H 0.62874 -1.01141 1.08858 -0.4 0.2 -0.4 0.17
```
Positions in Å, forces in eV/Å.

Calculated values
SMILES: CNC(C#N)C#N
Charge: 0
Energy relative to the best compared isomer or geometry (same formula, charge and spin) (kJ/mol): 200.4
HOMO energy (eV): -10.38
Largest force on an atom (Eh/bohr): 0.0374
Frontier orbital gap (Ha): 0.4032

=====

Entry 9:
Molecular formula: C4H5N3
Method: DFT, ωB97M-V/def2-TZVPD

The geometry in XYZ format:
```
12
Properties=species:S:1:pos:R:3:forces:R:3:lowdin_charge:R:1
C -1.70010 0.91339 0.73762 -0.2 0.0 0.1 -0.12
N -0.06208 -0.63150 -0.96824 0.5 -0.2 -0.1 0.12
C 1.02185 -0.90113 -0.37028 -0.3 0.0 -0.1 -0.24
C 2.22580 -1.37327 -1.02393 0.9 -0.4 -0.5 -0.18
N 3.18115 -1.76614 -1.54377 -0.8 0.4 0.5 0.16
C 0.72453 1.53916 1.41724 -1.2 0.0 -0.4 0.01
N -0.37247 1.33725 1.05385 1.0 0.1 0.5 -0.13
H -1.70745 -0.15972 0.54576 0.0 0.3 0.2 0.06
H -2.06876 1.40309 -0.16792 0.2 0.1 0.2 0.09
H -2.33184 1.15578 1.58824 -0.1 0.1 -0.1 0.08
H -0.00720 -0.76113 -1.97658 0.2 -0.2 0.0 0.08
H 1.09658 -0.75577 0.70802 0.0 -0.2 -0.2 0.08
```
Positions in Å, forces in eV/Å.

Calculated values
Charge: 0
Energy relative to the best compared isomer or geometry (same formula, charge and spin) (kJ/mol): 306.3
HOMO energy (eV): -11.30
Largest force on an atom (Eh/bohr): 0.0250
Frontier orbital gap (Ha): 0.4053

=====

Entry 10:
Molecular formula: C4H5N3
Method: DFT, ωB97M-V/def2-TZVPD

The geometry in XYZ format:
```
12
Properties=species:S:1:pos:R:3:forces:R:3:lowdin_charge:R:1
C 1.22382 1.49427 -0.48054 0.2 0.1 0.0 -0.11
N 0.20030 0.53828 -0.81452 0.0 0.2 -0.7 -0.10
C -0.79364 0.21555 0.07996 -0.1 -0.1 0.3 -0.14
C -1.40325 -0.93681 0.08259 -0.9 2.0 -1.4 -0.14
N -1.91035 -2.08614 0.08050 2.0 0.2 1.9 0.19
C -0.94326 -2.43820 1.06408 -0.6 -3.0 0.5 -0.36
N -0.21528 -2.85799 1.86613 -0.5 0.5 -0.6 0.14
H 0.75878 2.36570 -0.00507 0.1 -0.1 -0.1 0.08
H 1.68761 1.82802 -1.41135 0.0 0.0 0.2 0.08
H 2.00074 1.10116 0.18920 -0.1 0.1 -0.1 0.08
H 0.39875 -0.14606 -1.52448 0.1 0.1 0.1 0.13
H -1.00422 0.92223 0.87350 -0.2 0.1 -0.1 0.14
```
Positions in Å, forces in eV/Å.

Calculated values
Charge: 0
Energy relative to the best compared isomer or geometry (same formula, charge and spin) (kJ/mol): 408.2
HOMO energy (eV): -8.29
Largest force on an atom (Eh/bohr): 0.0609
Frontier orbital gap (Ha): 0.3175

=====

| no. | DFT total energy (Ha) |
| --- | --- |
| 1 | -415.038869 |
| 2 | -907.207866 |
| 3 | -319.639901 |
| 4 | -319.662048 |
| 5 | -319.501970 |
| 6 | -319.605077 |
| 7 | -319.542690 |
| 8 | -319.635873 |
| 9 | -319.595535 |
| 10 | -319.556733 |